{
  "formula": "C38H49BN10O6S3Sc",
  "method": "the ωB97M-V functional and the def2-TZVPD basis",
  "symbols": ["Sc", "C", "C", "C", "C", "N", "N", "B", "N", "N", "C", "C", "C", "C", "C", "S", "C", "C", "C", "C", "N", "N", "C", "C", "C", "C", "C", "S", "C", "C", "C", "C", "C", "S", "C", "C", "C", "C", "H", "H", "H", "H", "H", "H", "H", "H", "H", "H", "H", "H", "H", "H", "H", "H", "H", "H", "H", "H", "H", "H", "H", "H", "H", "H", "H", "H", "H", "H", "H", "H", "H", "H", "H", "H", "H", "H", "H", "O", "C", "C", "C", "N", "C", "C", "C", "O", "O", "C", "O", "O", "H", "H", "H", "C", "N", "C", "C", "O", "N", "C", "N", "H", "H", "H", "H", "H", "H", "H"],
  "positions_angstrom": [[-2.4609, 0.8264, -2.3193], [-2.7439, -3.9075, 0.9215], [-1.8092, -2.9985, 1.6439], [-1.5182, -3.0514, 2.9811], [-0.6429, -2.1200, 3.6070], [-0.0766, -1.1484, 2.9278], [-0.3445, -1.1303, 1.6361], [-0.0580, -0.0997, 0.4998], [1.3609, 0.0050, -0.0343], [2.2905, -0.6378, 0.6787], [3.5306, -0.5667, 0.2874], [3.8766, 0.1588, -0.8817], [2.9243, 0.7992, -1.6148], [3.2419, 1.5706, -2.8497], [1.5678, 0.7224, -1.1520], [0.3086, 1.5775, -1.9195], [4.5425, -1.2423, 1.2043], [5.9232, -1.3350, 0.5566], [4.0532, -2.6510, 1.5554], [4.6359, -0.4031, 2.4866], [-0.4991, 1.3089, 1.0242], [0.5713, 1.8022, 1.6572], [0.5284, 2.9957, 2.1759], [-0.6388, 3.7820, 2.0579], [-1.7463, 3.2746, 1.4471], [-2.9955, 4.0722, 1.2796], [-1.6765, 1.9409, 0.9296], [-3.0528, 1.1893, 0.2534], [1.7995, 3.4287, 2.8940], [1.9798, 2.5210, 4.1176], [1.7264, 4.8867, 3.3421], [2.9889, 3.2469, 1.9433], [-1.1420, -1.9581, 0.9737], [-1.0308, -1.3669, -0.6567], [-0.3453, -2.2162, 5.0923], [0.3212, -3.5710, 5.3691], [-1.6600, -2.1127, 5.8757], [0.5940, -1.0944, 5.5304], [-3.2673, -4.5604, 1.6162], [-2.1988, -4.5263, 0.2062], [-3.4741, -3.3266, 0.3554], [-1.9800, -3.8149, 3.5942], [4.9098, 0.2066, -1.1965], [4.3029, 1.5042, -3.0834], [2.9625, 2.6180, -2.7278], [2.6533, 1.1969, -3.6888], [5.8940, -1.8776, -0.3907], [6.5965, -1.8731, 1.2241], [6.3622, -0.3517, 0.3799], [3.9820, -3.2787, 0.6648], [3.0735, -2.6170, 2.0299], [4.7566, -3.1215, 2.2440], [4.9667, 0.6150, 2.2715], [5.3529, -0.8525, 3.1755], [3.6639, -0.3484, 2.9795], [-0.6536, 4.7896, 2.4482], [-2.8755, 5.0635, 1.7117], [-3.8421, 3.5706, 1.7483], [-3.2357, 4.1632, 0.2189], [1.1534, 2.6419, 4.8213], [2.9048, 2.7756, 4.6373], [2.0217, 1.4737, 3.8155], [0.9252, 5.0550, 4.0638], [1.5846, 5.5672, 2.5004], [2.6632, 5.1577, 3.8297], [3.0808, 2.2055, 1.6349], [3.9103, 3.5424, 2.4482], [2.8769, 3.8633, 1.0492], [-0.3202, -4.4096, 5.0937], [0.5398, -3.6612, 6.4335], [1.2604, -3.6632, 4.8210], [-2.3489, -2.9253, 5.6408], [-2.1660, -1.1672, 5.6753], [-1.4501, -2.1631, 6.9446], [1.5490, -1.1461, 5.0070], [0.7827, -1.1874, 6.6005], [0.1645, -0.1114, 5.3397], [-7.2235, 2.0971, -6.0936], [-6.2624, 1.8009, -5.2017], [-6.1479, 0.5367, -4.6159], [-5.1278, 0.3461, -3.7096], [-4.2905, 1.3213, -3.3925], [-4.3657, 2.5123, -3.9733], [-5.3427, 2.8096, -4.8947], [-3.2032, 3.4106, -3.5749], [-3.0745, 4.5173, -4.0336], [-2.4012, 2.7948, -2.7443], [-4.7488, -0.9719, -3.0487], [-5.3717, -1.9846, -3.2796], [-3.6974, -0.8436, -2.2974], [-7.8079, 1.3415, -6.2241], [-6.8113, -0.2830, -4.8596], [-5.3865, 3.7785, -5.3696], [0.2177, -3.3144, -7.0510], [-0.0824, -2.3845, -5.9830], [-1.1471, -1.3996, -5.9784], [-0.9664, -0.8115, -4.5907], [-1.7183, 0.0799, -4.1694], [0.0391, -1.4016, -3.9397], [0.5154, -2.3293, -4.7898], [1.5218, -3.1285, -4.4422], [-0.3000, -2.9905, -7.9498], [-0.1129, -4.3263, -6.8083], [1.2865, -3.3172, -7.2703], [-2.1368, -1.8513, -6.0703], [-1.0187, -0.6428, -6.7537], [1.8912, -3.0315, -3.5126], [1.8677, -3.8593, -5.0363]],
  "atomic_forces_ev_per_a": [[0.0208, -0.1251, 0.3765], [-0.0288, -0.0338, -0.0063], [0.0654, 0.0502, 0.0211], [0.0031, 0.0241, -0.0091], [-0.0245, -0.0142, -0.0273], [-0.0009, -0.0216, 0.0139], [0.0121, -0.0036, -0.0443], [-0.0758, 0.0985, 0.1140], [0.0079, -0.1019, 0.0565], [-0.0257, 0.0165, -0.0486], [-0.0008, 0.0471, 0.0235], [-0.0208, 0.0025, -0.0148], [-0.0413, -0.0510, 0.0828], [0.0241, 0.0136, -0.0342], [0.0327, 0.1335, -0.0477], [-0.0205, -0.1178, -0.0941], [0.0036, -0.0301, -0.0130], [0.0194, 0.0018, -0.0047], [0.0047, -0.0222, 0.0244], [-0.0035, 0.0015, 0.0281], [0.0846, -0.0618, -0.0640], [-0.0134, 0.0678, 0.0340], [-0.0207, -0.0060, 0.0038], [0.0109, -0.0507, -0.0007], [0.0759, -0.0404, 0.0161], [-0.0260, 0.0003, -0.0113], [0.0143, 0.1388, -0.0533], [-0.1354, -0.1977, -0.1406], [-0.0089, 0.0127, -0.0128], [-0.0034, -0.0118, 0.0219], [0.0208, 0.0206, 0.0206], [0.0261, 0.0046, -0.0030], [0.0123, 0.0439, -0.0038], [-0.0431, 0.0094, -0.0636], [0.0241, 0.0187, -0.0117], [0.0070, -0.0093, 0.0102], [-0.0282, -0.0032, 0.0419], [0.0309, 0.0004, 0.0265], [-0.0080, -0.0079, -0.0069], [0.0089, 0.0116, -0.0121], [-0.0003, 0.0059, -0.0113], [-0.0146, -0.0083, -0.0121], [0.0065, -0.0050, -0.0036], [0.0012, 0.0052, -0.0091], [-0.0053, 0.0040, 0.0092], [-0.0009, -0.0033, -0.0024], [-0.0114, -0.0060, -0.0059], [0.0030, -0.0016, 0.0038], [-0.0044, 0.0106, 0.0002], [0.0002, 0.0043, -0.0199], [-0.0068, 0.0120, 0.0050], [0.0072, -0.0029, 0.0013], [0.0089, 0.0055, -0.0151], [0.0051, -0.0104, 0.0032], [-0.0038, -0.0058, -0.0078], [-0.0140, 0.0107, -0.0053], [-0.0077, 0.0073, -0.0076], [0.0025, -0.0035, 0.0113], [0.0038, 0.0076, -0.0058], [-0.0123, 0.0023, 0.0025], [0.0111, 0.0026, -0.0011], [0.0034, -0.0035, -0.0065], [-0.0145, -0.0140, 0.0051], [0.0009, -0.0082, -0.0187], [0.0008, 0.0036, 0.0000], [-0.0123, -0.0128, -0.0043], [0.0046, 0.0028, 0.0010], [-0.0113, 0.0126, -0.0107], [-0.0118, -0.0053, -0.0069], [0.0026, 0.0075, 0.0093], [0.0054, -0.0005, -0.0061], [0.0001, -0.0066, -0.0165], [0.0058, 0.0136, -0.0131], [0.0035, -0.0009, 0.0034], [0.0002, -0.0028, -0.0114], [0.0005, -0.0027, 0.0055], [-0.0229, 0.0060, -0.0075], [0.0194, 0.0064, 0.0124], [-0.0100, 0.0352, -0.0224], [0.0546, 0.0589, 0.0893], [-0.1235, -0.1116, -0.0782], [0.0617, -0.0135, -0.0680], [-0.0228, 0.1560, -0.1500], [-0.0276, -0.0909, 0.0982], [0.0144, -0.0049, -0.0304], [-0.0566, 0.0236, 0.0673], [0.1334, 0.0970, -0.0910], [-0.0145, -0.0045, -0.0244], [-0.0151, 0.0167, 0.0210], [0.0725, 0.0048, 0.0273], [-0.0122, -0.0094, -0.0083], [-0.0103, -0.0077, 0.0037], [-0.0019, 0.0172, 0.0027], [-0.0222, 0.0016, -0.0260], [0.0269, 0.0110, 0.0149], [0.0968, -0.0153, -0.0055], [-0.1217, -0.0739, -0.1052], [0.1034, 0.0809, 0.2131], [-0.0300, -0.0362, -0.0184], [-0.0238, 0.0462, 0.0364], [0.0323, -0.0005, 0.0245], [-0.0022, -0.0041, 0.0001], [0.0073, -0.0034, -0.0083], [0.0012, -0.0101, 0.0028], [0.0002, -0.0067, -0.0033], [-0.0099, 0.0054, 0.0039], [0.0021, -0.0012, -0.0002], [-0.0247, 0.0046, -0.0180]],
  "mulliken_charge": [0.5325, -1.6298, -0.0154, -0.0847, 0.0860, -1.0340, 0.7776, -1.1748, 0.8545, -0.7865, -0.2749, -0.6292, 0.0987, -1.7380, 1.4672, -0.4119, 2.3956, -2.2161, -1.5187, -1.3806, 0.6541, -0.1377, -0.2331, -0.6748, 0.1923, -1.7463, 1.2787, -0.4801, 2.4497, -1.4238, -2.3923, -1.3204, 0.6338, 0.0324, 2.0626, -1.6474, -1.7000, -1.8080, 0.4004, 0.3264, 0.3448, 0.4442, 0.5294, 0.4535, 0.3552, 0.2858, 0.4332, 0.4414, 0.3860, 0.3704, 0.0976, 0.4550, 0.2957, 0.5343, -0.0070, 0.5674, 0.3944, 0.3673, 0.2374, 0.3864, 0.4700, 0.0373, 0.4351, 0.4734, 0.4180, -0.1057, 0.5074, 0.3923, 0.3516, 0.4563, 0.3141, 0.3378, 0.3656, 0.4657, 0.1718, 0.5230, 0.3760, -0.5240, 1.0725, -0.4978, 0.0643, -0.0029, 0.3231, -0.7415, 0.1740, -0.6648, -0.1961, 0.3184, -0.7087, -0.3698, 0.3116, 0.4749, 0.6024, -1.1178, 0.0675, -0.2993, 0.0148, -0.5713, -0.0859, 0.2563, -0.3363, 0.3866, 0.3502, 0.3744, 0.4016, 0.3722, 0.1924, 0.2121],
  "orbital_gap_ha": 0.2795,
  "homo_ev": -10.3242,
  "total_charge": 1
}


{
  "formula": "C3H6N2O",
  "method": "the ωB97M-V functional and the def2-TZVPD basis",
  "symbols": ["N", "C", "C", "O", "C", "N", "H", "H", "H", "H", "H", "H"],
  "positions_angstrom": [[1.6984, -0.3771, 0.1188], [0.5493, 0.1405, -0.3970], [-0.6096, -0.6529, -0.8814], [-1.5749, 0.1544, -0.4072], [-0.5789, 0.9172, 0.3270], [-0.7298, 1.7606, 1.2224], [2.1961, 0.3649, 0.6191], [0.7894, -1.7180, 0.7224], [0.6714, 0.6507, -1.3950], [-0.8136, -1.2413, -1.7723], [0.0482, -2.1107, 0.4401], [-1.7050, 1.9272, 1.4698]],
  "atomic_forces_ev_per_a": [[-0.0142, -0.0274, 0.0450], [-0.1731, -0.0373, -0.1553], [0.0630, -0.1812, -0.1366], [0.0572, -0.1237, 0.1365], [0.0424, 0.4028, 0.4892], [-0.0126, -0.4104, -0.4673], [-0.1291, -0.3543, 0.1063], [-0.7530, -0.0626, -0.6249], [0.0993, 0.1524, 0.0969], [0.0391, -0.1332, 0.2974], [0.7326, 0.8036, 0.2456], [0.0485, -0.0287, -0.0328]],
  "mulliken_charge": [-0.7695, 0.5234, -0.4691, -0.3301, 0.4264, -0.5452, 0.2108, 0.0635, 0.2354, 0.3279, 0.0354, 0.2910],
  "orbital_gap_ha": [0.2971, 0.2617],
  "homo_ev": [-8.5053, -7.9563]
}


Let's list ΔE to the lowest compared entry with this formula, charge and spin in order: 35.52; 664.60 kJ/mol.
Let's list molar mass in order: 893.84; 86.09 g mol⁻¹.
Let's list calculated total energy in order: -4456.774368; -302.439965 a.u..